A cluster of 2 separate species, C8H22BNO3P in total, computed with ωB97M-V/def2-TZVPD.

Positions of all 36 atoms, in Å:
O (1.921692, 0.138417, -0.153684)
P (2.436520, -0.255403, -1.491249)
C (4.106301, 0.200874, -2.036389)
C (4.712363, -0.772372, -3.062043)
O (6.057348, -0.447993, -3.022661)
B (6.381673, -0.137892, -1.585507)
O (4.994800, 0.168717, -0.977796)
H (2.372994, -1.647791, -1.736262)
H (1.625709, 0.219462, -2.553620)
H (4.040736, 1.194997, -2.521227)
H (4.304945, -0.649644, -4.073155)
H (4.525099, -1.808003, -2.722438)
H (6.859643, -1.114998, -0.996129)
H (7.116539, 0.846232, -1.522912)
C (-4.333136, -1.546111, 0.395856)
C (-2.935190, -1.041797, 0.722871)
N (-2.788978, 0.387741, 0.525283)
C (-1.397610, 0.832415, 0.518712)
C (-0.579520, 0.687374, 1.801255)
C (-3.721661, 1.219375, 1.264578)
C (-3.781242, 1.050384, 2.789090)
H (-4.631173, -1.223562, -0.603240)
H (-4.351949, -2.636674, 0.428514)
H (-5.077640, -1.184608, 1.107342)
H (-2.215629, -1.525055, 0.056903)
H (-2.669420, -1.368576, 1.741537)
H (-1.391306, 1.879177, 0.201802)
H (-0.882249, 0.275416, -0.267494)
H (-0.873305, 1.406817, 2.567281)
H (0.470796, 0.843199, 1.556073)
H (-0.664937, -0.316791, 2.221271)
H (-4.725409, 1.046003, 0.865067)
H (-3.480640, 2.258161, 1.024326)
H (-3.856250, -0.001693, 3.070149)
H (-4.664259, 1.559345, 3.182658)
H (-2.905651, 1.464853, 3.285237)

Atoms 1-3, force components in eV/Å:
-0.1 0.1 0.0
0.0 -0.1 0.0
0.1 0.1 0.1

Calculated values
charge	-1
electronic energy	-964.7638	a.u.
frontier orbital gap	6.928	eV
max |F|	0.0050	hartree/bohr

Results of the Mulliken charge analysis, in e, for atoms 1 through 4:
1. O -0.55
2. P 0.29
3. C 0.25
4. C -0.65

---

A structure of composition C8H22BrFeN2O2 at a distorted geometry, computed with ωB97M-V/def2-TZVPD.

Positions of all 36 atoms, in Å:
Fe (-4.841554, -8.252253, 28.642230)
Br (-6.782107, -7.328630, 29.946144)
C (-9.169799, -10.139168, 32.597212)
C (-7.887187, -10.890093, 32.244557)
C (-7.909652, -12.362835, 32.601456)
O (-6.672249, -12.988779, 32.284463)
C (-6.534657, -14.224132, 32.953598)
N (-7.595166, -10.654886, 30.824312)
H (-9.461616, -10.245822, 33.646197)
H (-9.979176, -10.651066, 32.065229)
H (-9.182139, -9.079454, 32.354509)
H (-7.039441, -10.567972, 32.858943)
H (-8.718254, -12.898827, 32.089836)
H (-7.913802, -12.387854, 33.697150)
H (-5.478353, -14.467735, 32.902685)
H (-7.177710, -14.988195, 32.496954)
H (-6.903133, -14.261243, 33.986709)
H (-7.253031, -9.708801, 30.719974)
H (-8.455622, -10.645378, 30.283929)
C (-6.755691, -3.236446, 29.116759)
C (-5.499616, -3.951347, 28.622488)
C (-4.648743, -3.049703, 27.751818)
O (-3.470069, -3.719886, 27.398464)
C (-2.816096, -3.209918, 26.247546)
N (-4.674699, -4.337611, 29.803413)
H (-6.436734, -2.475688, 29.829297)
H (-7.470602, -3.898049, 29.610078)
H (-7.346978, -2.792350, 28.311508)
H (-5.752359, -4.862720, 28.075782)
H (-4.418655, -2.033121, 28.106896)
H (-5.251588, -2.751764, 26.875169)
H (-2.160536, -3.938012, 25.778146)
H (-2.403709, -2.212088, 26.392225)
H (-3.607181, -3.127954, 25.485292)
H (-4.538010, -3.463314, 30.300496)
H (-5.236538, -4.953150, 30.378142)

Atoms 1-3, force components in eV/Å:
-2.1 1.2 1.6
2.1 -0.9 -1.5
-0.6 -1.2 0.8

Calculated values
charge	+1
multiplicity	5
electronic energy	-4415.3077	a.u.
frontier orbital gap (alpha / beta)	4.080 / 3.891	eV
max |F|	0.0557	hartree/bohr
⟨S²⟩	6.008

Results of the Mulliken charge analysis, in e, for atoms 1 through 4:
1. Fe 1.03
2. Br -0.14
3. C -1.37
4. C 0.55

---

A structure of composition C8H22BrO7S2Zn at a distorted geometry, computed with ωB97M-V/def2-TZVPD.

Positions of all 41 atoms, in Å:
Zn (-0.512914, -2.661662, -7.591917)
Br (-0.272257, -2.052782, -3.389501)
C (2.370891, -7.887285, -1.314157)
C (2.322727, -7.330680, 0.127858)
O (2.443963, -5.933886, 0.173398)
H (3.384729, -8.035640, -1.685931)
H (2.017621, -7.161132, -2.046273)
H (2.014226, -8.893690, -1.533323)
H (3.011834, -7.784950, 0.839794)
H (1.283005, -7.438051, 0.436970)
H (1.799082, -5.581106, -0.444071)
O (4.167396, 6.100314, -3.331698)
S (3.982907, 6.101345, -1.866319)
O (4.910470, 5.515080, -0.948631)
O (3.598236, 7.708053, -1.430668)
C (3.718425, 8.116285, -0.068207)
C (2.498930, 9.042114, 0.252675)
C (2.364537, 5.374752, -1.527030)
H (4.675449, 8.605094, 0.114210)
H (3.646460, 7.211295, 0.535040)
H (1.611778, 8.431606, 0.084370)
H (2.523212, 9.903603, -0.414669)
H (2.476311, 9.403065, 1.280928)
H (2.285198, 4.529335, -2.210466)
H (1.694713, 6.134353, -1.930061)
H (2.380416, 5.005681, -0.501542)
O (-5.859158, -0.065626, 0.987179)
S (-5.331349, -0.947425, 2.004790)
O (-5.842619, -1.003029, 3.333452)
O (-5.176585, -2.473587, 1.346408)
C (-4.525696, -3.472215, 2.190883)
C (-4.526048, -4.723343, 1.282655)
C (-3.526561, -0.483215, 2.107346)
H (-5.049963, -3.730001, 3.111097)
H (-3.494979, -3.184518, 2.398144)
H (-4.097939, -5.567768, 1.822806)
H (-3.988349, -4.468999, 0.369257)
H (-5.538529, -5.020306, 1.009130)
H (-3.284566, -0.756393, 3.134429)
H (-3.257245, 0.542694, 1.856206)
H (-2.897755, -1.067377, 1.435440)

Atoms 1-3, force components in eV/Å:
0.0 0.1 0.9
0.0 -0.1 -0.9
1.7 -0.1 -0.5

Calculated values
charge	+1
electronic energy	-5993.8285	a.u.
frontier orbital gap	2.001	eV
max |F|	0.0662	hartree/bohr

Results of the Mulliken charge analysis, in e, for atoms 1 through 4:
1. Zn 0.75
2. Br 0.14
3. C -1.03
4. C -0.12

---

A structure of composition C8H22F3O12PV at a distorted geometry, computed with ωB97M-V/def2-TZVPD.

Positions of all 47 atoms, in Å:
O (1.312635, -0.343403, -1.905356)
V (0.328949, -1.157375, -0.890410)
O (-0.066658, -0.106458, 0.296085)
C (3.079488, -1.820278, 0.823699)
O (2.713083, -0.470902, 0.729685)
O (2.194947, -2.579232, 0.078241)
C (4.635341, -2.095593, 0.641471)
F (4.811679, -3.392920, 0.944653)
F (5.125790, -1.857355, -0.588031)
F (5.434041, -1.399941, 1.491299)
C (2.990713, 0.459751, 1.791849)
C (2.952753, 1.811880, 1.102163)
H (2.719922, 2.511562, 1.918605)
H (3.900084, 2.072116, 0.634901)
H (2.046055, 1.931505, 0.512423)
H (3.894626, 0.263842, 2.375417)
H (2.194838, 0.401698, 2.541614)
H (2.871487, -2.129160, 1.863563)
P (-0.726138, -3.703209, -1.370449)
O (-1.785562, -4.018892, -2.467584)
O (0.488954, -3.077112, -2.081083)
O (-0.235368, -5.011816, -0.771773)
O (-1.024723, -2.597492, -0.331481)
C (-2.382988, 0.806594, -1.744129)
O (-1.602342, -0.310430, -2.168408)
H (-3.327462, 0.889086, -2.289225)
H (-2.580402, 0.817939, -0.670288)
H (-1.897040, 1.764323, -1.935548)
H (-2.278328, -0.956266, -2.410063)
C (-4.024728, -1.552585, 0.380287)
O (-2.853367, -1.305290, 1.116846)
H (-4.732376, -0.728515, 0.479268)
H (-3.724254, -1.735942, -0.659646)
H (-4.421129, -2.557722, 0.572202)
H (-2.175346, -1.744085, 0.552299)
C (-2.743916, 2.436700, 1.922073)
O (-2.033335, 1.272258, 2.220556)
H (-2.768547, 3.042103, 2.834618)
H (-2.156915, 3.032335, 1.212260)
H (-3.754488, 2.283189, 1.536282)
H (-2.413474, 0.537515, 1.708968)
C (0.289165, 3.224074, -1.377363)
O (0.036826, 4.243542, -2.322145)
H (-0.557948, 2.988493, -0.732706)
H (0.649453, 2.284051, -1.800716)
H (1.046665, 3.575757, -0.668627)
H (0.549344, 4.001674, -3.096302)

Atoms 1-3, force components in eV/Å:
-1.3 -0.2 0.5
2.6 -1.5 -0.4
-0.1 -0.6 -0.8

Calculated values
ΔE to the lowest compared entry with this formula, charge and spin	3.4	kJ/mol
charge	-3
electronic energy	-2805.7836	a.u.
frontier orbital gap	3.064	eV
max |F|	0.1153	hartree/bohr

Results of the Mulliken charge analysis, in e, for atoms 1 through 4:
1. O -0.58
2. V 1.32
3. O -0.39
4. C -0.15